1.
Molecular formula: C4H11NO3
Method: DFT, wB97M-V/def2-TZVPD

Geometry as XYZ:
```
19
Properties=species:S:1:pos:R:3:forces:R:3
C 2.805094 1.270701 1.719990 0.606 -0.090 0.867
N 1.429065 1.122051 1.300550 -0.107 -0.620 0.463
C 1.406955 0.871081 -0.115109 -0.944 0.452 -0.809
C 0.009735 0.582341 -0.690629 0.258 -0.018 -0.945
C -0.534685 -0.826298 -0.459849 0.938 -0.311 2.438
O 0.149315 -1.722698 0.052101 -2.375 1.932 -1.874
O -1.903044 -0.933418 -0.629509 0.284 -0.123 -0.360
H 3.372034 2.020971 1.143560 -0.444 -0.208 0.122
H 3.313164 0.296331 1.624670 0.324 0.321 0.047
H 2.808814 1.566961 2.782450 0.212 -0.069 -0.397
H 1.093055 0.322401 1.852310 -0.210 0.321 -0.642
H 1.726594 1.839201 -0.546409 -0.034 -0.514 -0.168
H 2.067584 0.084371 -0.527549 0.077 0.102 0.555
H -0.752485 1.334991 -0.411369 0.446 -0.328 -0.006
H 0.178845 0.663381 -1.781639 -0.438 0.056 0.226
H -2.383464 -0.135569 -0.982559 1.338 -0.930 0.461
O -4.915123 -2.894137 -1.829628 -0.084 0.406 1.173
H -5.713512 -2.760127 -1.270269 0.894 -0.159 -0.572
H -4.157944 -2.702528 -1.231119 -0.739 -0.222 -0.578
```
Positions in Å, forces in eV/Å.

Its HOMO energy is -9.206 eV. The value obtained for the calculated total energy is -11958.584 eV. As for the spin multiplicity: 1. As for the SMILES: CNCCC(=O)O.O. The relative energy (zero: lowest compared OMol25 entry of this formula, charge and spin) comes out at 147.2 kJ/mol.

Here are the Mulliken charges for atoms 1 to 8, given in e:
1. C -0.927
2. N -0.407
3. C -0.579
4. C -0.705
5. C 0.640
6. O -0.547
7. O -0.471
8. H 0.311

=====

2.
Molecular formula: C4H11NO3
Method: DFT, wB97M-V/def2-TZVPD

Geometry as XYZ:
```
19
Properties=species:S:1:pos:R:3:forces:R:3
C 1.139844 1.931588 0.125301 4.408 0.670 -2.234
C 1.392763 0.538002 -0.469064 -0.695 -1.437 2.035
C 1.603325 -0.489298 0.718010 0.142 -1.930 -1.584
N 0.259737 0.135629 -1.344977 -0.879 -0.039 1.887
C -1.009978 -0.098924 -0.829138 -1.703 -2.571 2.092
O -1.253944 -0.465730 0.362286 1.532 1.852 -3.121
O -2.108804 -0.157820 -1.683691 0.444 -0.357 -0.225
H 1.214943 2.030130 1.193784 1.495 0.034 0.412
H 0.220419 2.292353 0.060493 -4.696 0.745 -1.056
H 1.689574 2.706252 -0.607520 -0.563 -1.314 2.382
H 2.269908 0.524495 -1.140523 -0.392 0.083 0.460
H 1.749455 -1.623165 0.446981 0.080 2.257 -0.123
H 0.736022 -0.561878 1.325402 -0.897 0.415 0.385
H 2.391368 -0.196037 1.376054 0.849 0.325 0.119
H 0.571346 0.374827 -2.248694 -1.362 0.022 -1.504
H -2.891877 -0.712434 -1.318432 2.399 1.498 -0.167
O -2.803823 -2.391991 1.388656 -1.438 -3.158 -0.052
H -2.841778 -1.712958 2.010489 0.226 1.894 1.119
H -2.328500 -2.123039 0.634586 1.050 1.010 -0.823
```
Positions in Å, forces in eV/Å.

Its HOMO energy is -10.249 eV. The value obtained for the calculated total energy is -11957.955 eV. As for the spin multiplicity: 1. As for the SMILES: CC(C)NC(=O)O.O. The relative energy (zero: lowest compared OMol25 entry of this formula, charge and spin) comes out at 207.9 kJ/mol.

Here are the Mulliken charges for atoms 1 to 8, given in e:
1. C -1.326
2. C 0.262
3. C -1.435
4. N -0.190
5. C 0.565
6. O -0.634
7. O -0.545
8. H 0.381

=====

3.
Molecular formula: C4H11NO6S
Method: DFT, wB97M-V/def2-TZVPD

Geometry as XYZ:
```
23
Properties=species:S:1:pos:R:3:forces:R:3
C -0.193159 2.055721 -0.347626 -0.154 -0.103 0.583
C -0.122237 0.565401 0.032404 0.823 -0.428 -2.419
C 1.139584 -0.032463 0.637064 -1.470 1.126 2.862
N 0.844390 -1.482193 1.070150 5.279 0.636 0.970
S -0.019192 -0.258470 -1.624126 3.287 0.620 -0.526
O 0.094993 -1.713743 -1.290284 -0.316 0.536 -0.903
O -0.744826 -0.010418 -2.844520 -0.915 0.418 1.063
O 1.552645 0.177315 -2.173915 -0.546 -1.346 3.460
H -0.723225 1.966841 -1.308934 0.000 1.154 0.331
H -0.821708 2.561713 0.395891 -0.092 0.021 -0.358
H 0.715947 2.703738 -0.442540 -0.307 -0.938 -0.178
H 1.454929 0.592061 1.574641 -0.714 -1.205 -1.622
H 1.970248 -0.120488 0.007726 1.508 -0.034 -0.907
H 0.027085 -1.552630 1.610162 -1.873 -0.172 1.055
H 1.751638 -1.813705 1.604405 -2.590 0.424 -1.295
H 0.715438 -1.964730 0.164302 -0.101 -0.273 0.201
H 1.442103 0.420661 -3.051983 -0.436 0.674 -2.749
O -1.859861 -1.820445 1.510995 -0.959 1.354 -0.857
C -2.567062 -1.192072 0.710851 -0.202 -1.725 1.783
O -2.331219 -1.121236 -0.567914 -0.100 -0.383 -0.364
O -3.768113 -0.680427 1.143755 -0.084 0.758 -3.013
H -1.391848 -1.518321 -0.778761 -1.816 -0.058 0.641
H -4.304979 -0.309975 0.327928 1.779 -1.057 2.245
```
Positions in Å, forces in eV/Å.

Its HOMO energy is -7.897 eV. The value obtained for the calculated total energy is -28933.762 eV. As for the spin multiplicity: 1. As for the SMILES: CC(C[NH3+])=[S@@](=O)([O-])O.O=C(O)O. The relative energy (zero: lowest compared OMol25 entry of this formula, charge and spin) comes out at 152.1 kJ/mol.

Here are the Mulliken charges for atoms 1 to 8, given in e:
1. C -1.333
2. C 0.341
3. C -1.170
4. N -0.104
5. S 1.097
6. O -0.857
7. O -0.658
8. O -0.575

=====

4.
Molecular formula: C4H11NOS
Method: DFT, wB97M-V/def2-TZVPD

Geometry as XYZ:
```
18
Properties=species:S:1:pos:R:3:forces:R:3
C 0.668205 0.004747 -2.036955 -0.579 1.201 0.145
C 0.675175 -0.217146 -0.529023 -0.745 0.284 -0.217
C 0.828453 1.106410 0.262557 -0.198 -1.124 0.119
S -0.608014 2.187578 0.044684 -0.222 0.571 -0.482
N -0.553213 -0.962925 -0.204067 0.408 0.197 0.187
C -0.653522 -1.466528 1.132099 -0.761 0.320 0.780
O -1.199134 -0.612829 2.167677 0.339 0.100 -0.133
H -0.341159 0.361996 -2.303683 0.147 -0.645 -0.136
H 1.248395 0.882273 -2.350724 0.506 -0.403 0.186
H 0.965165 -0.890544 -2.565170 -0.151 -0.123 -0.316
H 1.467088 -0.901124 -0.264373 0.647 -0.041 0.170
H 1.756081 1.593586 -0.038179 -0.071 0.156 0.160
H 0.881789 0.782547 1.300230 0.161 0.423 0.320
H -1.302121 2.277228 1.294295 0.409 -0.247 0.002
H -1.334873 -0.352673 -0.407362 -0.322 -0.035 -0.100
H 0.344210 -1.738784 1.491136 -0.074 -0.334 -0.223
H -1.359156 -2.303852 1.174955 0.470 -0.298 -0.341
H -1.483376 0.250045 1.831895 0.036 -0.003 -0.121
```
Positions in Å, forces in eV/Å.

Its HOMO energy (alpha / beta) is 0.584 / -5.255 eV. The value obtained for the calculated total energy is -18697.775 eV. As for the spin multiplicity: 2. The expectation value of S² is 0.7510. The total charge is -1. The relative energy (zero: lowest compared OMol25 entry of this formula, charge and spin) comes out at 73.2 kJ/mol.

Here are the Mulliken charges for atoms 1 to 8, given in e:
1. C -1.754
2. C 0.180
3. C -1.564
4. S -0.038
5. N -0.369
6. C -0.740
7. O -0.297
8. H 0.380

=====

5.
Molecular formula: C4H11NOS
Method: DFT, wB97M-V/def2-TZVPD

Geometry as XYZ:
```
18
Properties=species:S:1:pos:R:3:forces:R:3
C -0.164145 -1.303226 1.058262 0.867 -0.249 0.163
C 0.097688 -0.260609 -0.022741 -0.507 1.057 0.874
C -1.173705 0.100213 -0.790336 0.318 0.118 -0.087
S -1.628371 -1.236332 -1.938369 0.022 0.272 -0.098
N 0.602931 1.006833 0.536839 -0.100 0.301 -0.124
C 1.730080 0.941189 1.421831 0.047 1.134 -0.695
O 2.473699 2.159905 1.422202 0.166 0.013 0.115
H -0.140663 -2.325132 0.677139 -0.653 0.086 -0.102
H 0.645556 -1.305811 1.785273 0.244 0.134 0.024
H -1.045986 -1.048262 1.646151 -0.279 -0.256 -0.273
H 0.862730 -0.549213 -0.734486 0.112 -0.543 -0.156
H -0.970241 1.063227 -1.260451 -0.092 -0.233 -0.608
H -2.034629 0.285572 -0.152515 0.121 -0.191 0.366
H -2.888286 -1.349350 -1.517651 -0.108 -0.099 -0.046
H -0.118024 1.647114 0.849907 -0.094 -0.346 0.210
H 2.390299 0.196348 1.021151 0.373 -0.660 -0.007
H 1.503286 0.743164 2.455057 -0.282 -0.352 0.589
H 1.958384 2.877926 1.045577 -0.157 -0.185 -0.144
```
Positions in Å, forces in eV/Å.

Its HOMO energy is -9.176 eV. The value obtained for the calculated total energy is -18698.546 eV. As for the spin multiplicity: 1. As for the SMILES: C[C@@H](CS)NCO. The relative energy (zero: lowest compared OMol25 entry of this formula, charge and spin) comes out at 132.5 kJ/mol.

Here are the Mulliken charges for atoms 1 to 8, given in e:
1. C -1.280
2. C 0.191
3. C -0.951
4. S -0.226
5. N -0.326
6. C -0.323
7. O -0.549
8. H 0.371

=====

6.
Molecular formula: C4H11NOS
Method: DFT, wB97M-V/def2-TZVPD

Geometry as XYZ:
```
18
Properties=species:S:1:pos:R:3:forces:R:3
N -0.607769 -1.315730 -0.611864 -0.221 0.571 1.535
C -0.173750 -0.242251 0.351118 1.887 -0.346 -0.553
C -1.096182 0.047153 1.536862 -0.645 1.021 -0.444
O -1.626137 -1.175004 2.021064 -0.246 0.070 -0.114
C 0.222528 0.995235 -0.477928 -1.328 1.966 1.310
C 1.206344 0.830832 -1.661747 -1.582 -1.654 1.362
S 2.749298 0.278582 -0.882673 0.462 0.169 -0.117
H -1.556212 -1.524504 -0.311362 -0.147 -0.241 -0.379
H -0.094493 -2.152356 -0.352543 -0.031 -0.042 -0.139
H 0.756597 -0.540752 0.863927 -0.138 -0.390 -0.570
H -0.610456 0.576777 2.384203 0.288 -0.205 -0.719
H -1.877472 0.750789 1.178228 -0.148 -0.467 0.211
H -2.364780 -0.946634 2.592580 0.002 -0.188 0.061
H 0.608950 1.737079 0.263170 0.332 -0.400 -0.407
H -0.705865 1.566883 -0.771676 0.599 -0.879 -0.357
H 0.770485 -0.051048 -2.235184 0.731 1.580 0.078
H 1.298361 1.815078 -2.118256 0.102 -0.476 -0.562
H 3.100551 -0.650130 -1.767918 0.084 -0.090 -0.196
```
Positions in Å, forces in eV/Å.

Its HOMO energy is -8.907 eV. The value obtained for the calculated total energy is -18698.379 eV. As for the spin multiplicity: 1. As for the SMILES: N[C@H](CO)CCS. The relative energy (zero: lowest compared OMol25 entry of this formula, charge and spin) comes out at 148.5 kJ/mol.

Here are the Mulliken charges for atoms 1 to 8, given in e:
1. N -0.635
2. C 0.332
3. C -0.687
4. O -0.506
5. C -1.042
6. C -0.588
7. S -0.255
8. H 0.288

=====

7.
Molecular formula: C4H11NOS
Method: DFT, wB97M-V/def2-TZVPD

Geometry as XYZ:
```
18
Properties=species:S:1:pos:R:3:forces:R:3
C -0.925592 -0.139824 -1.739715 -1.546 -1.878 -2.746
C -2.208273 -0.909231 -1.449493 0.027 -1.469 -2.287
C 0.801528 -0.535036 2.470760 0.487 2.791 0.080
C 1.610828 -0.130663 1.247688 -1.245 0.584 0.643
N 0.849490 1.787848 -1.234513 0.091 -0.845 -2.893
O -0.831466 1.023283 0.418228 -0.621 0.172 1.208
S 0.023002 0.413875 -0.575885 1.863 1.864 1.584
H -0.617882 -0.600149 -2.689355 1.052 0.896 0.364
H -2.996969 -0.747457 -2.319973 1.502 0.099 1.983
H -1.942438 -2.009841 -1.577451 -0.485 1.058 0.270
H -2.599968 -0.803091 -0.472622 -0.645 0.490 0.793
H 1.411910 -0.174906 3.396110 -0.893 -1.211 -1.289
H -0.081181 0.170537 2.476156 0.623 -1.116 0.044
H 0.521755 -1.548685 2.432984 -0.376 -1.222 0.607
H 2.445982 -0.751930 0.945094 -0.022 0.202 -0.232
H 1.742537 0.927290 1.455177 0.821 0.155 -0.980
H 1.342162 1.779740 -2.181201 -1.221 -0.590 1.667
H 1.454574 2.248239 -0.601987 0.589 0.017 1.184
```
Positions in Å, forces in eV/Å.

Its HOMO energy (alpha / beta) is -7.739 / -7.517 eV. The value obtained for the calculated total energy is -18693.473 eV. As for the spin multiplicity: 1. The relative energy (zero: lowest compared OMol25 entry of this formula, charge and spin) comes out at 621.9 kJ/mol.

Here are the Mulliken charges for atoms 1 to 8, given in e:
1. C -0.220
2. C -0.999
3. C -0.849
4. C -0.689
5. N -0.517
6. O -0.585
7. S 0.675
8. H 0.283

=====

8.
Molecular formula: C4H11NOS
Method: DFT, wB97M-V/def2-TZVPD

Geometry as XYZ:
```
18
Properties=species:S:1:pos:R:3:forces:R:3
N -0.021596 0.650067 -1.737866 0.296 0.856 -0.212
C 0.339746 0.083194 -0.425931 -1.771 -0.269 -0.379
C 1.281978 -1.095917 -0.568756 0.043 -0.195 1.397
O 2.648302 -0.705528 -0.537813 -0.029 -0.067 -0.265
C -0.997413 -0.406783 0.224686 0.192 -0.590 -0.595
C -1.718284 0.606934 1.074966 0.991 0.637 0.733
S -0.853754 0.913496 2.697133 -0.228 -0.229 -0.246
H 0.447865 0.211598 -2.518923 0.089 -0.268 0.161
H 0.232597 1.629446 -1.808993 -0.063 -0.088 0.101
H 0.683358 0.878693 0.231860 0.734 -0.185 0.003
H 1.072265 -1.783217 0.263349 0.248 0.184 -0.004
H 1.030800 -1.688612 -1.444775 0.065 0.157 -0.542
H 3.105256 -1.305376 0.057787 0.065 0.103 -0.109
H -0.805605 -1.323284 0.782909 -0.139 0.062 0.356
H -1.666723 -0.697793 -0.589936 0.060 0.037 -0.051
H -1.685752 1.603393 0.637075 -0.434 -0.174 -0.387
H -2.734057 0.325722 1.310559 -0.210 -0.036 -0.059
H -0.358975 2.103960 2.352675 0.091 0.064 0.098
```
Positions in Å, forces in eV/Å.

Its HOMO energy is -8.966 eV. The value obtained for the calculated total energy is -18698.553 eV. As for the spin multiplicity: 1. As for the SMILES: N[C@H](CO)CCS. The relative energy (zero: lowest compared OMol25 entry of this formula, charge and spin) comes out at 131.8 kJ/mol.

Here are the Mulliken charges for atoms 1 to 8, given in e:
1. N -0.663
2. C 0.501
3. C -0.834
4. O -0.522
5. C -0.669
6. C -0.872
7. S -0.230
8. H 0.243

=====

9.
Molecular formula: C4H11NP2
Method: DFT, wB97M-V/def2-TZVPD

Geometry as XYZ:
```
18
Properties=species:S:1:pos:R:3:forces:R:3
C -2.312792 -0.020345 0.453367 1.973 -0.079 0.924
C 0.248302 -0.421584 -0.660535 0.233 -3.227 -2.688
C 1.674773 -1.037510 -0.612538 -0.495 -2.989 0.101
C 1.090974 1.378659 0.704950 -0.833 2.139 0.600
N 0.126723 0.839965 -0.231817 -1.010 2.095 0.813
P -1.409426 -1.686518 0.348395 1.364 1.668 -1.915
P -1.473711 1.469675 -0.448778 0.545 -1.714 0.077
H -3.309942 -0.108876 0.125208 -1.257 -0.201 -0.300
H -2.273559 0.281064 1.490651 -0.454 0.174 0.367
H -0.123615 -0.480851 -1.763053 0.391 -0.193 1.953
H 1.771984 -1.635631 -1.574494 -0.134 0.459 1.213
H 1.622290 -1.852076 0.244764 0.887 1.810 -1.584
H 2.614051 -0.422949 -0.625066 -1.269 -0.180 0.550
H 0.700420 2.450241 0.883317 0.875 -1.559 0.166
H 1.193547 0.844375 1.712080 -0.058 0.516 -1.485
H 2.024066 1.493725 0.132610 0.021 -0.158 0.865
H -0.619270 -1.861825 1.527295 -0.391 0.718 0.162
H -1.544821 0.770456 -1.706349 -0.386 0.721 0.179
```
Positions in Å, forces in eV/Å.

Its HOMO energy is -7.827 eV. The value obtained for the calculated total energy is -24391.430 eV. As for the spin multiplicity: 1. The relative energy (zero: lowest compared OMol25 entry of this formula, charge and spin) comes out at 190.2 kJ/mol.

Here are the Mulliken charges for atoms 1 to 8, given in e:
1. C -0.832
2. C -0.271
3. C -1.004
4. C -0.866
5. N 0.143
6. P 0.077
7. P -0.069
8. H 0.494

=====

10.
Molecular formula: C4H11NS
Method: DFT, wB97M-V/def2-TZVPD

Geometry as XYZ:
```
17
Properties=species:S:1:pos:R:3:forces:R:3
C -2.791221 -0.371617 -0.621316 1.553 2.882 -1.703
C -1.374107 0.381952 -0.935161 -0.586 -1.759 0.724
N -0.137913 -0.338632 -0.527871 -0.608 1.775 0.141
C 1.075035 0.400153 -0.004749 -0.502 0.606 -5.057
C 1.779842 -0.175515 1.128981 1.649 -0.364 3.057
S 3.466366 0.808206 1.405889 -0.973 -1.856 -0.074
H -2.628334 -1.356353 -0.892675 0.071 -2.226 -0.622
H -2.934545 -0.348108 0.451255 -0.703 0.334 0.022
H -3.601283 0.048675 -1.358180 1.327 -0.588 1.991
H -1.365417 1.271538 -0.391665 -0.256 1.788 0.865
H -1.336237 0.653542 -1.972183 0.008 -0.072 -0.754
H -0.318751 -1.240042 -0.189663 0.089 -1.133 0.812
H 0.983841 1.539389 0.040693 -0.733 -1.487 0.649
H 1.694250 0.375549 -0.964799 0.204 -0.072 1.504
H 1.195370 -0.128862 2.048996 -0.115 1.225 0.229
H 1.946694 -1.251884 1.293443 0.544 0.101 -1.634
H 4.346408 -0.267999 1.489001 -0.969 0.846 -0.151
```
Positions in Å, forces in eV/Å.

Its HOMO energy is -8.303 eV. The value obtained for the calculated total energy is -16649.601 eV. As for the spin multiplicity: 1. As for the SMILES: CCNCCS. The relative energy (zero: lowest compared OMol25 entry of this formula, charge and spin) comes out at 211.5 kJ/mol.

Here are the Mulliken charges for atoms 1 to 8, given in e:
1. C -1.058
2. C -0.478
3. N -0.288
4. C -0.505
5. C -0.680
6. S -0.260
7. H 0.337
8. H 0.319